152
Properties=species:S:1:pos:R:3:forces:R:3 method="wB97M-V/def2-TZVPD" homo_ev="-9.8 / -9.8" charge=+1 orbital_gap_ev="7.909 / 6.492" de_lowest_kcal_mol=0.0 multiplicity=2
Cu -2.531432 0.715170 -0.243550 0.1 0.2 0.0
Br 0.233145 0.593389 -0.119359 -1.0 0.1 -0.1
C 6.109576 3.090135 0.069603 -0.3 -1.0 2.5
O 6.114710 2.685185 1.217619 0.7 0.3 1.4
N 5.152920 2.754654 -0.712709 -3.9 -1.3 -4.2
N 6.946928 3.964800 -0.439679 3.2 2.4 -0.1
H 5.230543 2.894200 -1.710010 0.0 0.2 0.2
H 4.356626 2.190100 -0.453300 0.4 -0.5 0.3
H 7.605440 4.252267 0.270124 0.3 0.0 -0.4
H 7.279294 3.986035 -1.393194 -0.3 -0.1 0.2
C -5.888477 1.041569 -0.745748 4.2 2.1 -0.7
O -4.645740 0.916710 -0.815786 -1.0 -0.1 0.3
N -6.502259 2.187791 -0.704346 -0.3 5.0 0.9
N -6.737754 0.130884 -0.878737 -3.5 -6.3 -0.6
H -5.938735 3.016937 -0.581613 -0.3 -0.1 0.0
H -7.506811 2.292428 -0.706268 0.4 0.0 0.0
H -7.728005 0.318437 -0.812830 0.4 -0.3 -0.2
H -6.410783 -0.720945 -1.311832 -0.1 -0.5 0.3
C -2.037537 3.581178 3.606122 -1.2 -0.9 0.8
O -1.787806 2.572233 3.010853 1.3 -2.1 -2.0
N -1.740006 4.802272 3.321221 1.1 2.9 -1.1
N -2.794503 3.545602 4.685149 -2.4 -0.9 3.4
H -2.121830 5.450635 3.994967 0.7 0.6 -0.9
H -1.366502 4.991195 2.402036 0.3 0.7 0.2
H -3.263166 4.370835 5.030763 0.1 -0.4 0.1
H -3.157696 2.653938 4.990310 0.2 0.3 0.0
C 2.955045 -2.909926 -2.748294 3.6 3.3 -1.4
O 3.919933 -2.159504 -2.478218 -0.8 -1.6 0.5
N 2.985076 -4.061928 -3.348249 1.9 -3.7 -0.5
N 1.744219 -2.479927 -2.892816 -4.8 2.8 1.3
H 3.878519 -4.395220 -3.681100 -0.5 -0.7 0.2
H 2.085394 -4.520660 -3.333568 0.9 -0.8 -0.5
H 1.279942 -2.799042 -3.731099 -0.2 0.5 0.4
H 1.628755 -1.500831 -2.673375 -0.3 0.1 -0.2
C -1.745435 1.793812 -3.364371 -1.9 -0.9 -0.2
O -2.343140 1.330476 -2.416972 -1.3 -0.4 2.5
N -0.514878 1.776160 -3.586554 7.4 -0.6 1.2
N -2.338848 2.264148 -4.413038 -4.7 1.9 -3.0
H 0.056879 1.493051 -2.803582 0.6 -0.5 -0.3
H -0.134558 1.762789 -4.522114 0.1 0.0 0.6
H -3.309820 2.483696 -4.242375 0.0 0.0 -0.7
H -1.871306 2.643361 -5.224016 -0.2 0.1 0.5
C 2.662401 0.869246 -4.439110 -0.9 -1.4 2.8
O 1.820225 0.090222 -4.117639 -3.4 -1.6 1.4
N 3.362914 1.623541 -3.661118 2.7 3.2 3.4
N 3.067481 0.979677 -5.631167 2.2 0.7 -7.4
H 4.086634 2.156031 -4.122416 -0.3 0.2 0.6
H 3.372656 1.648242 -2.651471 -0.3 -0.8 0.0
H 2.410941 1.062196 -6.394219 0.5 -0.5 0.0
H 4.018389 1.308020 -5.720990 -0.5 0.1 -0.9
C 3.410907 4.164761 2.505210 -0.1 0.0 -0.2
C 2.727912 3.334468 3.563598 -0.3 -1.5 0.9
C 2.639668 1.797059 3.281086 -1.2 0.0 -1.1
O 1.973385 1.100929 4.360125 0.3 0.2 0.6
C 2.164549 -0.290752 4.522762 1.0 -0.3 0.7
N 3.348126 3.574332 4.876384 0.2 -0.1 -0.3
H 3.170551 5.213554 2.679469 0.0 0.1 0.0
H 3.053768 3.896140 1.511026 0.0 0.0 -0.1
H 4.496732 4.070949 2.521771 0.0 -0.3 0.0
H 1.677534 3.619340 3.623935 -0.1 0.3 0.1
H 3.566678 1.355741 2.915044 0.5 -0.1 0.7
H 1.935947 1.640743 2.463502 0.1 0.4 -0.6
H 1.473197 -0.999318 4.066610 -0.2 0.5 -1.2
H 2.041610 -0.616839 5.555549 -0.1 0.9 0.6
H 3.201784 -0.566643 4.332683 0.0 -0.1 -0.5
H 4.333950 3.720461 4.712339 0.3 0.3 0.0
H 3.341815 2.688165 5.360922 -0.4 -0.1 0.5
C -1.760932 -2.229067 -2.822731 -1.4 -0.4 0.9
C -3.070353 -1.747935 -2.081354 -0.8 -0.4 -3.2
C -4.245099 -2.807198 -2.129071 4.1 -0.4 -1.2
O -5.473023 -2.370002 -1.780705 -2.4 0.7 1.1
C -6.373630 -3.464057 -1.603245 -0.8 0.0 -0.2
N -2.722901 -1.463266 -0.705584 -0.6 0.9 -0.6
H -1.376579 -3.056800 -2.226716 0.4 -0.1 -0.3
H -1.051465 -1.401746 -2.804914 0.1 -0.1 0.0
H -1.957563 -2.566638 -3.840311 0.0 0.2 0.0
H -3.351429 -0.917073 -2.728471 -0.5 0.6 0.8
H -3.879005 -3.611706 -1.491226 -0.2 -0.4 0.5
H -4.205760 -3.240940 -3.128275 -0.4 0.0 -0.4
H -6.234653 -4.015060 -0.673100 1.0 -0.4 -0.2
H -6.392817 -4.048578 -2.523066 0.3 -0.5 0.3
H -7.422187 -3.205547 -1.455578 0.1 1.2 -0.3
H -1.959756 -2.124102 -0.674091 1.3 0.2 1.6
H -3.465819 -1.965822 -0.241233 -0.1 0.5 1.1
C 1.868329 -4.392684 0.438219 -0.2 0.2 -0.3
C 0.500210 -4.294470 -0.309764 0.9 0.1 1.2
C -0.511851 -5.301765 0.146498 1.5 -0.8 -0.7
O 0.063301 -6.589293 -0.134510 -1.0 0.9 0.0
C -0.802841 -7.614128 0.278031 0.5 -0.3 -0.1
N -0.135196 -3.020155 -0.017184 -0.1 0.3 -0.6
H 2.444117 -5.310581 0.319761 -0.2 -0.1 -0.3
H 1.781956 -4.233904 1.513123 -0.6 -0.1 0.2
H 2.488768 -3.544893 0.147677 0.1 -0.1 -0.4
H 0.623172 -4.443947 -1.382452 0.2 0.3 0.0
H -1.406699 -5.099780 -0.442193 -0.5 -0.4 0.2
H -0.667612 -5.136481 1.212568 -0.4 -0.3 0.3
H -0.352619 -8.550708 -0.050928 0.1 -0.1 0.4
H -1.779300 -7.580845 -0.205208 -0.3 0.3 0.0
H -0.895540 -7.543786 1.361799 -0.3 -0.4 0.2
H 0.470582 -2.255577 -0.279013 0.1 0.4 0.0
H -0.269892 -2.964224 0.982236 0.0 0.2 0.3
C -3.600501 4.175640 -1.817899 -0.7 0.4 0.7
C -2.466631 4.063279 -0.814601 1.0 -0.2 -1.0
C -2.124505 5.355238 -0.087514 -0.4 0.0 -0.4
O -0.914041 5.225540 0.706675 -2.1 0.9 -2.1
C 0.282917 5.461469 -0.022590 1.5 -1.7 0.9
N -2.695573 2.985737 0.142298 0.3 -0.3 -0.2
H -3.925206 3.172937 -2.095843 0.3 0.1 -0.5
H -3.397008 4.875283 -2.628578 0.3 -0.5 -0.3
H -4.487205 4.621842 -1.367611 -0.2 0.2 0.5
H -1.573000 3.811033 -1.385469 0.2 -0.2 0.0
H -2.979074 5.655380 0.518899 0.2 -0.1 0.7
H -2.130557 6.122491 -0.861708 0.9 0.4 0.1
H 0.877230 4.689661 0.466504 1.1 0.8 0.5
H 0.684207 6.473728 0.026253 -0.3 0.0 0.3
H 0.461503 5.057359 -1.019033 -1.5 0.2 -0.7
H -1.938927 3.096098 0.802156 0.3 -0.4 0.7
H -3.510921 3.329751 0.629086 -0.5 -0.7 0.6
C -1.872791 -0.641855 3.508811 0.3 -2.1 0.8
C -2.665761 -0.910437 2.213733 0.9 -1.5 1.4
C -3.811137 -1.995910 2.366776 3.6 0.3 -1.4
O -3.101279 -3.177801 1.894687 -0.7 0.2 1.1
C -3.874168 -4.356698 1.943967 -0.4 0.0 -0.5
N -3.228110 0.349303 1.862533 -0.2 0.4 -1.0
H -1.292117 -1.543383 3.704163 0.3 -0.1 0.1
H -2.486009 -0.547105 4.404964 -0.4 0.3 0.0
H -1.161749 0.184279 3.505952 -0.2 0.1 -0.6
H -1.862172 -1.179832 1.528326 -0.5 -0.5 -0.4
H -4.631918 -1.785867 1.681001 -0.3 0.1 0.0
H -4.099008 -1.925463 3.415710 -0.3 -0.9 0.1
H -4.601699 -4.320093 1.133126 -0.7 0.1 0.1
H -4.352931 -4.478235 2.915625 -0.1 -0.2 0.0
H -3.307626 -5.246919 1.670766 0.6 0.2 0.4
H -2.760238 0.807137 2.631679 -0.9 2.4 -0.5
H -4.211154 0.200842 2.040557 -0.4 1.1 -0.1
C 3.964966 -1.111858 1.582600 0.9 0.8 -0.9
C 4.688114 -0.298855 0.426288 -1.3 -2.2 0.9
C 5.711107 -1.187174 -0.313108 0.4 -0.3 0.6
O 6.741557 -1.685605 0.555550 -0.5 1.2 -0.1
C 7.571377 -2.599171 -0.114132 0.1 0.0 1.3
N 3.657139 0.075114 -0.533767 -0.6 0.7 -0.8
H 3.546461 -2.062683 1.252636 0.5 -0.2 -0.2
H 3.084301 -0.540427 1.875838 0.2 0.2 0.4
H 4.695493 -1.228889 2.383056 -0.4 -0.3 0.3
H 5.080259 0.594308 0.912683 0.5 -0.1 -0.3
H 6.113360 -0.678206 -1.189035 0.4 0.5 0.0
H 5.269269 -2.078420 -0.758721 -0.7 0.1 0.2
H 6.936815 -3.400297 -0.493128 0.3 -0.1 -0.7
H 8.211959 -3.012240 0.665049 0.0 -0.2 0.0
H 8.255434 -2.106388 -0.805025 -0.3 -0.1 -0.6
H 2.735125 0.033402 -0.123567 -0.1 0.6 0.7
H 3.512839 -0.642637 -1.229557 0.8 -0.3 -0.6

---

13
Properties=species:S:1:pos:R:3:forces:R:3 method="wB97M-V/def2-TZVPD" homo_ev=-18.8 charge=+2 orbital_gap_ev=6.656 de_lowest_kcal_mol=1.1
C -0.007130 2.264861 0.685352 0.0 -0.4 -0.1
C -0.153341 0.815265 -0.842561 -0.1 -0.3 -0.1
C 0.142276 0.102883 0.419486 0.0 -1.0 -0.5
C -0.102773 -1.654333 -1.009141 1.8 -3.7 -3.1
N -0.215781 2.123826 -0.587176 -0.2 0.4 -1.1
N 0.236349 1.052240 1.345644 0.2 0.0 0.7
N 0.213317 -1.205822 0.282673 0.0 1.3 0.8
S -0.350836 -0.224025 -2.140818 0.1 -0.1 1.3
Br -1.598136 -2.992402 -1.056500 0.9 1.2 0.1
H -0.034214 3.216755 1.196747 0.1 0.0 0.2
H 1.071384 -2.593007 -1.673850 -2.8 2.8 1.8
H 0.419689 0.969747 2.343592 0.0 -0.1 -0.1
H 0.379194 -1.875989 1.036552 0.0 0.0 -0.1